{"formula": "C23H34FGaNO23S", "method": "ωB97M-V/def2-TZVPD", "homo_energy_ev": -5.5, "homo_lumo_gap_ev": 6.857, "charge": -1, "symbols": ["C", "C", "F", "Ga", "S", "O", "N", "O", "H", "H", "H", "H", "H", "H", "C", "C", "O", "C", "O", "O", "H", "H", "H", "H", "C", "C", "O", "C", "O", "O", "H", "H", "H", "H", "C", "C", "O", "C", "O", "O", "H", "H", "H", "H", "C", "C", "O", "C", "O", "O", "H", "H", "H", "H", "C", "C", "O", "C", "O", "O", "H", "H", "H", "H", "C", "C", "O", "C", "O", "O", "H", "H", "H", "H", "C", "C", "O", "C", "O", "O", "H", "H", "H", "H"], "xyz": [[2.979, -0.981, 0.591], [2.588, 0.005, -0.504], [1.734, -0.646, -1.432], [4.239, 0.630, -1.561], [5.161, -1.223, -2.594], [5.522, 1.226, -0.231], [5.548, 2.512, 0.062], [5.423, 3.254, -0.871], [4.044, -1.163, 0.571], [2.669, -0.557, 1.537], [2.452, -1.914, 0.474], [2.060, 0.846, -0.059], [3.816, 1.721, -2.634], [4.563, -2.193, -1.890], [-0.395, 1.762, -2.177], [-1.123, 1.227, -0.969], [-1.119, 2.361, -0.086], [-0.984, 3.481, -0.838], [-1.109, 4.588, -0.421], [-0.690, 3.169, -2.118], [-0.745, 1.334, -3.112], [0.680, 1.623, -2.099], [-2.159, 0.955, -1.186], [-0.619, 0.378, -0.513], [-6.547, 0.392, -1.177], [-6.070, 0.337, 0.260], [-5.133, -0.746, 0.228], [-4.685, -0.883, -1.039], [-3.781, -1.576, -1.368], [-5.412, -0.115, -1.893], [-6.789, 1.397, -1.512], [-7.401, -0.264, -1.360], [-5.548, 1.245, 0.562], [-6.866, 0.128, 0.969], [0.658, -6.283, 0.544], [0.309, -5.082, -0.309], [1.203, -4.090, 0.184], [2.259, -4.707, 0.752], [3.252, -4.164, 1.122], [2.034, -6.043, 0.856], [0.547, -7.230, 0.022], [0.087, -6.313, 1.474], [0.516, -5.247, -1.368], [-0.720, -4.753, -0.190], [3.312, 6.013, -0.476], [2.573, 5.349, 0.663], [2.614, 6.363, 1.680], [2.770, 7.562, 1.078], [2.675, 8.612, 1.629], [3.053, 7.407, -0.235], [2.942, 5.720, -1.455], [4.387, 5.839, -0.434], [1.529, 5.137, 0.422], [3.056, 4.438, 1.008], [-6.094, -0.579, -4.924], [-5.977, -2.036, -5.312], [-7.269, -2.304, -5.872], [-7.799, -1.132, -6.301], [-8.784, -1.037, -6.956], [-7.053, -0.086, -5.872], [-5.157, -0.036, -5.009], [-6.492, -0.447, -3.925], [-5.219, -2.207, -6.077], [-5.783, -2.690, -4.466], [-0.299, 0.546, 2.611], [-0.198, 0.061, 4.041], [-0.578, -1.321, 3.920], [-0.333, -1.714, 2.646], [-0.369, -2.838, 2.259], [-0.042, -0.651, 1.869], [0.431, 1.312, 2.362], [-1.298, 0.906, 2.359], [0.820, 0.116, 4.428], [-0.867, 0.582, 4.720], [4.542, -1.636, 3.547], [4.518, -2.417, 4.841], [4.323, -1.388, 5.823], [3.735, -0.334, 5.210], [3.266, 0.600, 5.781], [3.722, -0.500, 3.873], [4.122, -2.184, 2.708], [5.541, -1.289, 3.283], [3.677, -3.111, 4.893], [5.440, -2.959, 5.033]], "forces_ev_per_angstrom": [[-0.5, 0.6, -0.3], [1.5, -0.2, 0.0], [-0.5, 0.2, -0.1], [-0.8, -0.3, -0.7], [0.1, 0.2, 0.0], [-0.3, 0.4, 0.3], [0.4, -0.4, 0.2], [-0.2, 0.2, -0.1], [0.3, -0.2, 0.2], [0.2, -0.1, 0.5], [-0.1, -0.3, -0.1], [-0.5, 0.1, -0.1], [0.2, 0.0, 0.0], [-0.1, 0.1, 0.1], [0.2, -0.2, -0.1], [0.0, -0.3, 0.0], [0.0, 0.0, -0.1], [0.1, -0.1, -0.1], [0.0, 0.1, 0.1], [-0.1, -0.1, 0.2], [-0.1, 0.2, -0.1], [0.1, 0.0, 0.0], [0.0, 0.1, 0.0], [0.1, 0.1, 0.1], [-0.1, 0.1, 0.0], [-0.1, 0.1, 0.1], [-0.1, 0.1, -0.1], [0.1, 0.0, 0.1], [0.1, -0.1, -0.1], [-0.1, 0.1, 0.2], [0.1, 0.0, -0.1], [0.0, 0.0, 0.0], [0.0, 0.0, 0.0], [0.1, -0.2, 0.0], [-0.1, -0.1, 0.0], [-0.2, 0.0, -0.1], [0.3, -0.1, -0.1], [-0.1, 0.1, 0.0], [0.0, -0.1, 0.1], [0.0, 0.0, 0.0], [0.2, 0.0, 0.0], [0.0, 0.1, 0.0], [0.0, 0.0, 0.0], [0.1, 0.2, 0.1], [0.1, -0.1, -0.1], [-0.1, -0.2, -0.1], [0.0, 0.0, -0.1], [0.0, -0.1, -0.1], [0.0, 0.1, 0.1], [0.0, -0.1, 0.1], [-0.1, 0.2, 0.0], [0.0, 0.0, 0.0], [0.0, 0.1, 0.0], [0.1, 0.1, 0.1], [0.1, 0.0, -0.1], [0.1, -0.1, 0.0], [0.1, 0.0, 0.0], [0.0, 0.0, 0.0], [-0.1, 0.0, 0.0], [0.1, -0.1, 0.0], [-0.1, 0.1, -0.1], [-0.1, 0.0, 0.1], [0.0, 0.0, 0.0], [-0.2, -0.1, 0.0], [0.0, 0.2, 0.1], [0.1, 0.1, 0.1], [0.0, 0.0, -0.1], [0.1, 0.0, 0.0], [-0.1, -0.1, 0.2], [-0.1, 0.0, -0.1], [0.1, -0.1, -0.1], [0.0, 0.0, 0.0], [0.0, 0.0, 0.0], [-0.1, -0.2, 0.0], [0.0, -0.2, -0.2], [0.0, -0.1, 0.0], [0.1, 0.0, 0.0], [-0.1, -0.1, -0.1], [-0.1, 0.1, 0.0], [0.1, -0.1, 0.1], [-0.1, 0.1, 0.0], [0.0, 0.1, 0.0], [0.0, 0.0, 0.0], [0.0, 0.1, 0.1]]}